DFT (the ωB97M-V functional and the def2-TZVPD basis) results for a molecular structure, C19H20ClCsN2O7 at a distorted geometry.

Its largest force on an atom is 0.0363 Eh/bohr. For the energy relative to the best compared isomer or geometry (same formula, charge and spin), the calculation gives 26.2 kcal/mol. As for the lowest unoccupied orbital energy: 0.147 Ha. As for the charge: -2. For the highest occupied orbital energy, the calculation gives -2.5 eV. Its HOMO-LUMO gap is 0.2382 hartree. For the total energy, the calculation gives -1852.6542 Eh.

XYZ file:
```
50
C19H20ClCsN2O7, DFT the ωB97M-V functional and the def2-TZVPD basis
Cs -1.499 1.208 0.142
Cl 2.100 5.718 -6.010
O -1.917 2.842 -2.076
O 1.258 -0.528 2.793
O -2.577 -0.997 0.471
O -1.821 2.920 4.412
O -1.230 2.712 2.248
O -4.396 -1.758 1.552
O 0.736 1.704 -1.961
N -1.665 -0.141 3.053
N 0.904 -1.795 -0.062
C -2.570 0.992 3.216
C 1.588 -4.226 -1.246
C 1.794 -3.019 -1.906
C -0.733 -0.225 4.177
C -2.423 -1.364 2.838
C -1.800 2.344 3.304
C 2.339 2.759 -3.324
C 1.436 -1.834 -1.279
C 0.682 -2.942 0.562
C 0.014 3.511 -3.348
C 1.988 -5.533 -1.876
C -1.366 3.515 -2.928
C 1.662 4.540 -4.782
C -3.215 -1.360 1.489
C 0.994 2.586 -2.800
C 0.650 0.286 3.789
C 2.657 3.686 -4.271
C 1.008 -4.177 0.015
C 0.377 4.450 -4.328
H 3.672 3.779 -4.642
H 0.662 -0.521 2.032
H -3.244 1.034 2.356
H -3.183 0.872 4.123
H -0.632 -1.267 4.498
H -1.976 4.260 -3.498
H -1.726 -2.207 2.802
H 1.569 -0.871 -1.764
H 3.053 -5.531 -2.113
H 3.100 2.101 -2.920
H -0.388 5.114 -4.716
H -3.153 -1.551 3.641
H 1.785 -6.367 -1.204
H 0.807 -5.088 0.565
H 1.312 0.249 4.660
H 1.442 -5.700 -2.806
H 0.223 -2.870 1.543
H -1.088 0.371 5.029
H 2.226 -3.005 -2.900
H 0.563 1.322 3.449
```